DFT (the ωB97M-V functional and the def2-TZVPD basis) results for 2 unconnected molecules or ions with the total composition C26H39F2N4O5S.

Positions of all 77 atoms, in Å:
C 0.64 1.17 2.97
C 1.52 0.34 2.82
C 2.45 -0.92 2.70
N 3.06 -1.04 1.33
C 4.51 -0.72 1.28
C 4.78 0.84 1.57
C 5.37 1.64 0.35
C 6.49 1.20 -0.55
C 6.92 2.12 -1.67
C 6.30 3.44 -1.94
C 5.21 3.91 -1.02
C 4.78 3.01 0.08
C 2.34 -1.43 0.29
N 2.88 -1.60 -1.01
N 3.60 -0.56 -1.56
C 2.90 0.64 -1.94
O 2.70 1.06 -3.03
F 2.46 1.45 -0.87
C 4.70 -0.94 -2.41
O 4.70 -0.94 -3.61
F 5.89 -1.42 -1.81
C 1.99 -2.22 -2.03
C 0.43 -2.17 -1.75
C -0.04 -1.45 -0.44
C -1.40 -2.13 0.09
C -2.74 -1.42 -0.38
O -0.06 -0.03 -0.44
C -0.56 0.60 -1.63
C -1.35 1.92 -1.17
C -0.49 2.86 -0.20
N 0.96 -1.79 0.66
S 1.04 -3.50 0.98
H -0.36 1.69 3.00
H 3.29 -0.73 3.45
H 1.95 -1.87 3.04
H 4.97 -1.26 2.17
H 5.05 -1.12 0.38
H 3.87 1.40 1.93
H 5.55 0.91 2.41
H 6.95 0.20 -0.37
H 7.76 1.76 -2.35
H 6.62 4.09 -2.80
H 4.69 4.91 -1.16
H 3.93 3.39 0.74
H 2.30 -3.31 -2.11
H 2.16 -1.80 -3.08
H 0.09 -3.26 -1.68
H -0.08 -1.81 -2.71
H -1.41 -2.07 1.23
H -1.49 -3.21 -0.26
H -2.63 -0.31 -0.16
H -3.58 -1.78 0.30
H -3.06 -1.63 -1.44
H -1.32 -0.02 -2.21
H 0.21 0.95 -2.38
H -1.48 2.52 -2.14
H -2.39 1.71 -0.80
H 0.40 2.35 0.27
H -1.16 3.24 0.64
H -0.10 3.80 -0.72
H 0.64 -3.70 2.29
C -9.10 -0.63 2.58
O -9.00 0.23 1.45
C -7.79 0.97 1.43
C -6.79 0.37 0.44
O -6.34 -0.91 0.87
C -6.98 -1.97 0.17
H -9.93 -1.31 2.42
H -8.19 -1.22 2.71
H -9.29 -0.04 3.48
H -7.35 1.04 2.43
H -8.04 1.98 1.10
H -5.91 1.02 0.39
H -7.22 0.32 -0.56
H -6.59 -2.03 -0.85
H -8.06 -1.84 0.14
H -6.75 -2.90 0.69

Values from the calculation:
Total charge: +1

***

DFT (the ωB97M-V functional and the def2-TZVPD basis) results for 5 unconnected molecules or ions with the total composition C26H39IN6O4.

Positions of all 76 atoms, in Å:
C -4.44 0.78 -2.20
C -3.88 -0.55 -1.67
C -2.43 -0.49 -1.24
C -1.48 -0.51 -2.44
N -0.13 -0.12 -1.98
C 0.88 -0.08 -2.90
C 0.93 0.68 -4.03
O -0.11 1.50 -4.37
N -0.88 0.86 -5.50
O -0.95 1.56 -6.40
C 2.08 0.69 -4.94
O 2.11 1.40 -5.92
C 3.25 -0.19 -4.60
I 4.90 -0.16 -5.83
C 3.22 -0.95 -3.51
C 2.06 -0.96 -2.60
O 2.05 -1.67 -1.62
H -3.90 1.61 -1.74
H -4.39 0.85 -3.28
H -5.48 0.86 -1.88
H -4.51 -0.85 -0.83
H -4.02 -1.34 -2.42
H -2.27 0.49 -0.79
H -2.16 -1.24 -0.50
H -1.85 0.22 -3.15
H -1.47 -1.52 -2.86
H 0.15 -0.71 -1.20
H 4.05 -1.59 -3.26
C 2.01 -4.71 2.02
C 2.93 -3.50 1.93
C 2.26 -2.20 2.40
C 1.13 -1.84 1.54
N 0.24 -1.57 0.87
H 1.14 -4.59 1.37
H 2.53 -5.61 1.70
H 1.65 -4.86 3.04
H 3.28 -3.38 0.91
H 3.81 -3.67 2.56
H 2.97 -1.38 2.39
H 1.90 -2.31 3.43
C 8.02 -1.55 -0.17
C 6.77 -1.48 -1.05
C 5.66 -2.43 -0.59
C 6.06 -3.84 -0.67
N 6.37 -4.94 -0.73
H 8.47 -2.54 -0.20
H 8.76 -0.83 -0.51
H 7.77 -1.31 0.87
H 7.05 -1.70 -2.09
H 6.37 -0.46 -1.04
H 4.77 -2.29 -1.20
H 5.38 -2.20 0.44
C -1.07 5.04 1.29
C -0.60 3.61 1.06
C -1.51 2.83 0.10
C -2.86 2.66 0.62
N -3.93 2.53 1.03
H -2.06 5.07 1.75
H -0.38 5.57 1.95
H -1.12 5.59 0.35
H -0.55 3.08 2.02
H 0.40 3.62 0.65
H -1.08 1.85 -0.08
H -1.55 3.34 -0.87
C -6.75 1.67 5.93
C -5.81 2.51 5.07
C -5.78 2.07 3.60
C -5.26 0.71 3.44
N -4.86 -0.36 3.32
H -6.44 0.63 5.95
H -6.76 2.04 6.95
H -7.77 1.71 5.54
H -4.80 2.47 5.48
H -6.13 3.55 5.10
H -5.16 2.74 3.01
H -6.79 2.12 3.17

Values from the calculation:
Structure (SMILES): CCCCNC1=C(ON=O)C(=O)C(I)=CC1=O.CCCC#N.CCCC#N.CCCC#N.CCCC#N

***

DFT (the ωB97M-V functional and the def2-TZVPD basis) results for 8 unconnected molecules or ions with the total composition C26H39N3O10.

Positions of all 78 atoms, in Å:
O -5.60 2.76 4.53
C -4.87 1.94 4.05
C -3.39 1.71 4.40
C -2.89 0.93 3.21
C -4.28 0.31 2.61
O -5.29 1.11 3.14
H -2.85 2.62 4.65
H -3.52 1.12 5.30
H -2.39 1.66 2.58
H -2.27 0.04 3.39
H -4.08 0.40 1.54
H -4.45 -0.74 2.84
O -1.45 2.81 -2.89
C -2.31 3.08 -2.11
C -3.59 3.88 -2.43
C -4.04 4.22 -1.03
C -3.37 3.18 -0.13
O -2.22 2.71 -0.82
H -3.27 4.74 -3.02
H -4.27 3.25 -3.00
H -3.66 5.20 -0.75
H -5.12 4.23 -0.88
H -3.00 3.63 0.79
H -4.09 2.40 0.12
O -1.78 -0.18 0.64
C -0.61 0.15 0.52
C 0.15 0.19 -0.77
C 1.11 1.26 -0.49
C 1.43 0.89 0.96
O 0.20 0.46 1.47
H 0.67 -0.75 -0.94
H -0.54 0.43 -1.58
H 1.97 1.23 -1.16
H 0.61 2.23 -0.52
H 2.25 0.17 0.94
H 1.84 1.79 1.41
O 3.68 -1.46 -0.98
C 3.67 -2.48 -0.24
C 4.75 -2.96 0.69
C 4.03 -4.12 1.46
C 2.55 -3.94 1.17
O 2.51 -2.99 0.10
H 5.65 -3.28 0.15
H 5.04 -2.14 1.33
H 4.41 -5.09 1.12
H 4.05 -4.03 2.54
H 2.22 -4.93 0.84
H 2.02 -3.56 2.03
O 0.06 -4.36 -5.91
C 0.58 -3.97 -4.89
C 0.35 -4.48 -3.52
C 0.62 -3.14 -2.81
C 1.73 -2.51 -3.51
O 1.35 -2.83 -4.86
H -0.64 -4.86 -3.28
H 1.12 -5.24 -3.39
H -0.30 -2.56 -2.82
H 0.88 -3.34 -1.77
H 1.71 -1.43 -3.35
H 2.75 -2.87 -3.36
C 0.89 5.31 0.40
C 0.29 5.72 -0.91
N -0.25 6.01 -1.91
H 0.98 4.22 0.37
H 0.32 5.62 1.28
H 1.92 5.65 0.50
C -2.21 -3.51 0.19
C -1.52 -3.26 1.49
N -0.98 -3.06 2.52
H -2.68 -4.49 0.33
H -1.46 -3.67 -0.58
H -2.94 -2.76 -0.10
C 4.94 1.19 0.76
C 6.08 0.60 0.05
N 6.91 0.15 -0.60
H 5.16 1.54 1.77
H 4.32 0.32 0.92
H 4.39 1.92 0.16

Values from the calculation:
Structure (SMILES): O=C1CCCO1.O=C1CCCO1.O=C1CCCO1.O=C1CCCO1.O=C1CCCO1.CC#N.CC#N.CC#N

***

| no. | gap between HOMO and LUMO (Ha) | highest occupied orbital energy (eV) |
| --- | --- | --- |
| 1 | 0.26261 | -10.8603 |
| 2 | 0.26440 | -8.9700 |
| 3 | 0.36538 | -9.9695 |